No. 1
{
  "formula": "C32H60BrFIN13O9PS3",
  "method": "the ωB97M-V functional and the def2-TZVPD basis",
  "symbols": ["H", "O", "C", "H", "S", "O", "N", "N", "H", "P", "H", "H", "N", "H", "H", "H", "N", "H", "S", "H", "N", "N", "C", "H", "C", "O", "H", "C", "H", "C", "C", "H", "C", "C", "I", "H", "H", "C", "H", "H", "H", "H", "H", "F", "C", "H", "H", "C", "H", "O", "H", "C", "H", "C", "H", "O", "H", "H", "C", "H", "N", "C", "C", "C", "C", "N", "Br", "H", "O", "C", "H", "H", "H", "C", "H", "C", "C", "H", "H", "N", "N", "C", "N", "H", "H", "H", "H", "H", "H", "H", "H", "C", "C", "H", "C", "H", "S", "C", "O", "H", "C", "C", "O", "H", "H", "H", "H", "N", "C", "H", "H", "H", "C", "H", "C", "H", "O", "N", "H", "H", "H"],
  "coordinates": [[0.374, -1.661, 2.588], [7.633, -4.674, -1.372], [-4.023, -3.714, 2.012], [-0.467, -1.133, -3.411], [-2.688, 1.493, 1.677], [5.005, 1.036, -1.411], [-5.062, 0.048, 0.907], [0.991, 6.810, 3.279], [0.265, 10.941, 3.023], [4.209, -1.743, -0.225], [0.138, 7.183, 3.681], [2.004, 4.649, 1.155], [0.838, -0.445, -0.549], [4.818, -4.271, 1.471], [0.301, -3.050, 4.653], [-1.124, -0.492, 1.623], [-0.714, 10.846, 3.236], [2.761, 0.025, -2.380], [5.655, -0.280, -1.007], [7.215, -6.728, -2.707], [-2.435, 9.647, 4.131], [-5.145, 2.462, -2.394], [-5.023, -1.313, 1.478], [-9.249, 0.500, -3.168], [-3.842, -2.312, 1.378], [6.507, -0.863, -2.129], [0.828, 0.453, -1.048], [-6.495, -3.187, 2.858], [1.636, 0.212, 2.716], [-3.732, 0.521, 0.472], [-6.233, -0.910, -1.333], [-2.723, -0.655, -3.491], [1.882, -0.525, 0.510], [0.116, -4.052, 4.106], [1.708, -5.595, 1.987], [2.940, 5.727, 2.141], [-3.186, -4.499, 1.936], [0.220, 1.401, 1.471], [1.876, 7.173, 3.583], [7.758, -2.740, -2.930], [-3.516, -0.513, -5.027], [2.432, -2.819, -1.692], [5.640, -4.253, 4.145], [6.800, 0.199, 0.179], [5.019, -1.958, 1.502], [3.804, 0.107, -5.973], [-4.491, 2.052, -1.745], [3.976, -0.747, -4.112], [-0.090, -0.741, -0.229], [-1.504, -0.968, -6.410], [6.459, -2.619, 3.545], [-1.540, -0.938, -5.188], [-7.350, -1.551, -3.253], [-4.756, 3.583, -3.049], [1.968, -1.296, -3.366], [-3.664, 4.102, -2.884], [-9.041, 2.261, -1.116], [0.921, -4.766, 4.532], [7.511, -4.724, -2.586], [-7.139, 2.088, 0.689], [-0.447, -1.156, -4.415], [1.787, -2.113, 0.930], [-5.318, -4.193, 2.747], [0.477, -3.880, 2.515], [1.196, -2.452, 2.381], [-5.684, 4.083, -3.907], [4.750, -0.425, 2.760], [-0.977, 0.549, 3.140], [2.955, -2.800, 0.442], [-1.084, 0.588, 1.987], [-5.505, -1.800, -1.392], [0.069, 1.857, 0.420], [5.135, -2.817, -0.592], [-7.141, 1.277, -0.131], [4.773, 0.053, -3.859], [0.867, 5.833, 2.348], [-1.106, 9.715, 3.874], [2.442, 1.370, 1.545], [-6.043, 2.030, -2.525], [7.591, -3.628, -3.379], [3.125, -0.107, -5.209], [5.955, -3.601, 3.262], [-2.680, -0.683, -4.494], [-5.442, 4.915, -4.417], [1.957, -2.306, 3.244], [4.433, -1.717, -4.505], [0.963, -2.554, 0.236], [-6.585, 3.663, -4.050], [-2.773, 8.825, 4.603], [-3.084, 10.369, 3.875], [4.082, -2.884, -2.482], [-8.286, 1.399, -1.203], [-7.354, -0.760, -2.423], [3.779, -3.402, 2.835], [4.720, -3.401, 2.198], [0.296, 2.321, 2.174], [-3.050, 0.267, -1.049], [-6.324, -1.785, 2.230], [-0.216, 5.396, 1.985], [-2.892, -1.995, 0.815], [-8.416, 0.404, -2.387], [2.964, -0.988, -2.856], [-0.325, 8.831, 4.190], [-0.928, -4.476, 4.281], [-5.450, -5.238, 3.180], [7.491, -3.663, -4.377], [7.181, -5.938, -4.251], [2.046, 5.376, 1.850], [1.592, 0.588, 1.639], [-7.510, -3.421, 3.354], [-7.213, -1.060, 2.292], [2.916, 0.835, -4.813], [-6.080, 0.118, -0.160], [6.164, -2.000, 1.310], [3.377, -2.181, -1.886], [-1.348, 11.578, 2.972], [3.272, -0.317, 0.141], [7.283, -5.886, -3.254], [-0.531, -3.830, 1.979], [6.756, -4.213, 2.689], [0.422, -1.348, -4.887]],
  "forces_ev_per_a": [[1.183, -1.357, -0.363], [0.031, -0.201, -0.150], [-2.356, 1.025, 0.501], [0.116, 0.025, -0.046], [-1.151, -1.243, -0.009], [1.931, -3.670, 1.446], [0.692, -0.990, -1.534], [-0.362, -0.252, 0.178], [-0.179, -0.021, -0.004], [-3.088, -3.605, 1.847], [0.566, -0.034, -0.193], [0.070, 0.120, 0.102], [1.359, 0.348, -0.833], [-0.641, 1.454, 0.749], [-0.743, -1.531, -0.927], [-0.154, 1.536, 0.284], [0.488, 0.429, -0.215], [0.498, -1.483, -0.284], [2.593, 4.434, -4.717], [-0.021, 0.171, -0.100], [-0.520, -0.263, 0.286], [0.033, -0.306, 0.250], [-0.693, -3.839, 2.265], [1.496, -0.210, 1.352], [-3.255, -0.480, 1.496], [-1.992, 1.019, 3.336], [-0.232, -0.500, 0.546], [3.122, 1.446, -2.107], [0.100, 0.248, -1.497], [1.681, -0.266, -0.689], [-2.056, 2.383, 0.088], [-0.037, 0.014, -0.139], [0.022, -0.975, 1.453], [1.391, -0.154, -0.140], [-0.668, 0.539, -0.281], [-0.092, -0.078, -0.031], [-1.333, 1.572, 0.032], [-0.306, 0.724, 0.450], [-0.124, -0.002, -0.031], [-0.297, 0.006, -0.016], [0.161, 0.021, 0.124], [1.643, 1.263, -0.014], [0.434, 1.145, -0.967], [-1.413, -0.851, -1.254], [1.950, -0.949, -0.045], [-0.836, -0.161, 0.584], [-0.219, 0.151, -0.216], [-0.590, 1.044, 0.662], [0.728, 0.459, -0.069], [-0.156, -0.012, 0.015], [-0.978, -1.352, -0.012], [0.377, -0.050, -0.268], [-0.141, 1.426, 1.383], [0.615, -0.042, 0.279], [1.621, 0.541, 0.803], [-0.201, 0.038, -0.092], [1.393, -1.490, -0.068], [-1.594, 1.079, -0.443], [0.050, 0.482, 0.469], [0.249, -1.611, -1.413], [0.320, -0.199, 0.000], [-1.230, -0.865, -1.282], [0.024, 3.990, -1.617], [-0.956, 1.767, 1.998], [0.647, 0.281, 0.209], [-0.471, 0.539, -0.602], [0.144, -0.797, 0.064], [-0.463, -0.036, -1.843], [-1.128, 1.403, 1.575], [1.443, -0.175, 0.301], [-1.347, 1.649, 0.074], [0.168, -1.012, 1.696], [0.092, 0.396, 0.501], [-0.388, -2.052, -2.169], [-0.893, -1.897, -0.012], [-0.127, 0.072, 0.183], [0.012, -0.158, 0.042], [-1.331, -1.363, 0.134], [0.074, -0.028, 0.068], [0.270, 0.498, -0.115], [1.295, 0.453, 0.321], [0.423, -0.990, -1.308], [-0.780, 0.081, 0.135], [-0.029, -0.169, 0.085], [-1.050, -0.348, -1.482], [-0.600, 1.314, 0.657], [0.847, 0.885, 1.026], [0.110, 0.021, 0.021], [0.033, 0.124, -0.118], [0.057, -0.106, -0.001], [-0.894, 1.211, 1.040], [2.170, -2.481, -0.465], [0.426, 2.058, 2.612], [1.051, -0.018, -1.418], [1.808, 1.209, 1.702], [-0.144, -1.408, -1.126], [-1.024, 0.060, 2.049], [1.957, -1.862, -0.120], [0.031, -0.063, 0.005], [-1.618, -0.771, 1.077], [3.339, -0.545, 3.204], [-0.236, -0.459, -1.888], [-0.335, 0.713, 0.333], [1.439, 0.641, -0.196], [0.511, 1.650, -0.767], [-0.045, 0.023, 0.125], [-0.020, 0.015, 0.119], [0.419, -0.481, -0.520], [0.062, 1.026, 0.080], [1.987, 0.266, -0.855], [1.629, -1.156, -0.166], [-0.053, -0.864, -0.538], [-4.096, 0.926, -3.213], [-1.760, 0.424, 0.375], [-0.428, 0.701, -2.451], [0.074, -0.090, 0.007], [-2.082, -0.919, -0.424], [-0.102, -0.931, -0.206], [1.702, -0.484, 0.179], [-1.107, 0.987, 1.007], [0.008, 0.180, 0.092]],
  "e_tot_ev": -194604.592,
  "orbital_gap_ev": 5.7126,
  "total_charge": -1
}

No. 2
{
  "formula": "C21H27BFeN6S",
  "method": "the ωB97M-V functional and the def2-TZVPD basis",
  "symbols": ["H", "C", "N", "H", "C", "H", "C", "C", "C", "H", "C", "H", "H", "N", "C", "C", "H", "C", "H", "C", "S", "H", "H", "B", "H", "N", "C", "C", "Fe", "H", "C", "C", "H", "H", "H", "N", "C", "H", "C", "H", "N", "H", "C", "H", "C", "H", "H", "N", "H", "H", "H", "C", "C", "H", "H", "C", "H"],
  "coordinates": [[-4.473, 0.070, 1.636], [-1.923, -1.093, 2.593], [-0.545, -1.166, 0.877], [-0.366, -4.547, -3.566], [0.564, 4.859, 1.957], [3.355, -1.065, 1.191], [2.578, 0.404, -0.165], [1.849, 2.192, -3.305], [-0.598, -1.170, 2.229], [2.726, 2.096, -3.947], [0.600, -1.254, 3.109], [-4.669, -1.686, 1.645], [-1.938, 4.112, 4.103], [1.442, -0.172, -0.618], [-2.060, -2.133, -4.190], [-0.345, -3.668, -2.943], [-2.311, -1.077, 3.599], [-1.079, -2.482, -3.118], [1.473, -2.177, 0.485], [-0.961, 3.268, 0.965], [-1.476, 2.285, -0.413], [1.747, 3.241, -3.025], [1.294, -2.023, 2.771], [0.685, -1.497, -0.108], [1.430, -5.331, -1.701], [1.085, 0.398, -1.831], [-0.192, 4.882, 3.122], [0.185, 4.059, 0.888], [-0.825, 0.186, -0.977], [1.073, -4.627, -0.120], [-1.335, 4.098, 3.203], [-4.120, -0.861, 1.189], [4.260, 0.455, 1.119], [1.454, 5.471, 1.876], [2.377, -3.965, -1.101], [-1.831, -1.090, 0.364], [1.979, 1.336, -2.091], [0.966, 1.902, -3.870], [-1.716, 3.297, 2.136], [3.822, 1.997, -1.026], [-0.790, -1.629, -2.155], [0.772, 4.043, -0.021], [1.378, -4.399, -1.142], [-1.735, -1.251, -4.744], [2.956, 1.357, -1.085], [-2.610, 2.689, 2.198], [1.132, -0.304, 3.133], [0.132, -2.243, -1.341], [-4.344, -0.836, 0.125], [-3.041, -1.915, -3.765], [2.719, 0.384, 1.969], [3.263, 0.017, 1.100], [0.411, -3.477, -1.805], [0.287, -1.487, 4.125], [0.107, 5.504, 3.956], [-2.652, -1.017, 1.397], [-2.166, -2.959, -4.891]],
  "forces_ev_per_a": [[0.001, -0.007, 0.001], [-0.130, 0.075, 0.093], [0.323, -0.555, -0.329], [-0.003, 0.025, 0.013], [-0.011, -0.015, -0.026], [-0.004, 0.008, 0.001], [-0.029, 0.002, -0.062], [-0.021, 0.008, 0.033], [-0.038, -0.005, -0.047], [-0.002, 0.006, 0.008], [-0.004, -0.020, -0.013], [0.003, 0.009, 0.004], [0.008, -0.009, -0.003], [0.007, -0.714, -0.079], [0.023, -0.008, 0.024], [-0.025, -0.024, -0.049], [0.008, -0.013, -0.027], [-0.094, 0.042, -0.092], [-0.039, 0.096, 0.010], [0.268, -0.337, 0.121], [-0.454, 0.364, -0.348], [0.005, -0.005, -0.002], [-0.003, 0.010, -0.001], [0.211, -0.286, 0.088], [0.007, 0.001, 0.010], [0.196, -0.112, 0.623], [0.002, -0.034, -0.017], [0.024, 0.025, 0.008], [-1.398, 1.343, -0.951], [-0.006, 0.003, -0.003], [-0.013, -0.014, -0.024], [0.023, 0.032, -0.002], [-0.003, -0.009, -0.001], [0.000, -0.013, 0.002], [-0.004, 0.004, -0.005], [0.534, 0.061, 0.326], [0.008, 0.010, 0.026], [0.007, 0.002, -0.008], [-0.019, 0.021, 0.026], [-0.014, -0.027, -0.011], [0.575, -0.166, 0.638], [0.004, -0.005, 0.014], [-0.011, -0.003, -0.017], [0.009, -0.014, 0.002], [0.050, 0.164, -0.039], [0.013, -0.002, 0.008], [-0.021, 0.008, 0.018], [0.018, 0.041, 0.059], [-0.007, -0.005, 0.004], [0.008, -0.014, 0.003], [0.012, 0.023, -0.008], [0.001, -0.018, -0.018], [-0.008, 0.015, -0.002], [0.005, -0.006, -0.007], [-0.011, 0.013, -0.008], [0.027, 0.016, 0.034], [-0.006, 0.009, -0.002]],
  "e_tot_ev": -77057.424,
  "s_squared": 6.014,
  "orbital_gap_ev": [7.7833, 8.0821],
  "total_charge": 0,
  "e_above_lowest_kcal_mol": 10.9,
  "multiplicity": 5
}

No. 3
{
  "formula": "C17H11N4NiO2",
  "method": "the ωB97M-V functional and the def2-TZVPD basis",
  "symbols": ["H", "C", "C", "C", "N", "O", "Ni", "C", "H", "H", "C", "C", "C", "N", "O", "H", "H", "C", "C", "C", "C", "C", "H", "H", "H", "C", "C", "N", "H", "N", "H", "C", "H", "C", "C"],
  "coordinates": [[2.088, -1.101, 2.829], [2.622, -3.195, -1.986], [0.648, 0.454, 3.037], [-2.783, 3.667, -0.458], [-2.284, -1.916, -3.135], [1.959, 0.053, 4.933], [-0.427, -0.308, -1.352], [3.154, -3.297, -0.709], [-2.060, 1.644, -3.053], [-0.830, 1.991, 2.988], [-0.506, 1.079, 1.051], [1.038, -0.680, 0.980], [-2.080, 2.052, -2.052], [-1.395, 1.388, -1.112], [0.052, 1.324, 5.123], [3.966, -3.983, -0.507], [1.121, -2.219, -3.170], [-1.374, 1.851, 0.156], [-0.288, 1.263, 2.394], [-2.778, 3.204, -1.766], [-1.551, -1.238, -2.575], [1.618, -1.633, 0.028], [-2.924, -2.511, -3.631], [-2.044, 3.337, 1.536], [-3.304, 3.724, -2.554], [0.922, 0.628, 4.585], [1.337, -0.515, 2.310], [0.133, 0.108, 0.387], [3.056, -2.554, 1.311], [1.085, -1.556, -1.212], [3.005, -3.782, -2.809], [1.579, -2.320, -2.196], [-3.334, 4.561, -0.195], [2.648, -2.505, 0.310], [-2.070, 2.984, 0.514]],
  "forces_ev_per_a": [[-0.070, 0.067, 0.047], [0.101, -0.053, 0.024], [0.001, -0.042, 0.212], [-0.039, 0.033, 0.007], [-0.314, -0.252, -0.286], [-0.280, 0.085, 0.155], [0.553, 0.479, 1.207], [0.044, -0.024, 0.023], [0.012, -0.043, -0.002], [0.113, -0.042, 0.045], [0.056, -0.125, -0.086], [-0.125, 0.046, -0.095], [0.072, -0.138, 0.083], [-0.277, -0.631, -0.370], [0.246, -0.177, 0.115], [-0.017, 0.016, -0.008], [-0.030, 0.023, 0.004], [0.012, 0.042, -0.062], [-0.058, 0.021, 0.175], [-0.013, 0.124, 0.049], [0.443, 0.312, -0.128], [0.097, -0.005, -0.079], [0.011, 0.035, 0.045], [0.021, -0.026, -0.022], [-0.011, -0.019, 0.024], [0.021, 0.132, -0.500], [0.087, -0.006, 0.178], [0.103, 0.091, -0.602], [-0.028, 0.016, -0.048], [-0.639, -0.156, -0.336], [-0.017, 0.004, 0.039], [-0.121, 0.111, 0.103], [0.012, -0.005, -0.012], [0.162, -0.121, 0.045], [-0.127, 0.225, 0.053]],
  "e_tot_ev": -68899.547,
  "orbital_gap_ev": [5.6348, 5.5538],
  "total_charge": 1
}